Entry 1:
144
Properties=species:S:1:pos:R:3:forces:R:3:mulliken_charge:R:1 method="wB97M-V/def2-TZVPD" total_charge=0 e_tot_ev=-69219.5521 e_above_lowest_kcal_mol=43.56 max_force_ha_per_bohr=0.0585 gap_ev=9.40 homo_energy_ev=-9.14 lumo_ev=0.27
C 3.6486 -0.6419 0.7729 -0.16 0.46 0.58 -1.76
C 3.7930 0.4312 1.8834 -0.04 -1.16 0.07 2.22
C 4.1534 -0.1112 3.2594 -1.31 -1.35 -0.10 -1.19
O 2.9267 -0.5615 3.8599 -0.44 0.33 0.48 -0.06
C 3.0457 -0.9545 5.2083 -0.12 -0.17 0.48 -1.04
N 4.8034 1.3600 1.5035 0.81 0.44 -0.43 -0.85
H 2.9651 -1.4360 1.0737 -0.14 0.16 -0.07 0.19
H 4.5701 -1.1307 0.4567 0.33 0.28 0.37 0.53
H 3.2703 -0.1003 -0.0941 -0.26 -0.28 -0.23 0.27
H 2.8479 0.9594 2.0087 -0.54 -0.28 -0.05 -0.75
H 4.6401 0.6579 3.8592 0.17 -0.11 0.15 0.43
H 4.6828 -1.0607 3.1812 1.11 0.45 -0.09 0.40
H 3.8189 -1.6939 5.4170 0.61 0.15 -0.38 0.36
H 2.1643 -1.4808 5.5745 -0.50 0.24 -0.54 0.30
H 3.1699 -0.0961 5.8685 0.26 0.17 0.03 0.31
H 4.6489 1.5937 0.5331 0.25 0.41 -0.12 0.27
H 4.6954 2.1917 2.0664 0.21 0.33 -0.16 0.30
C 0.9244 0.5833 -9.1703 0.18 1.33 0.24 -1.61
C 0.1725 -0.5039 -8.4566 0.50 -2.43 -0.84 0.47
C 0.4803 -0.5779 -6.9673 -1.51 -0.58 0.40 -0.58
O -0.3004 -1.6790 -6.3785 0.62 0.90 -0.38 -0.46
C -0.3877 -1.7233 -4.9433 0.83 -0.69 -1.21 -0.42
N -1.2614 -0.6054 -8.7655 0.78 1.55 0.51 -0.76
H 0.8901 1.5505 -8.6690 -0.33 0.23 0.19 0.36
H 0.5747 0.7655 -10.1865 -0.05 -0.35 0.03 0.39
H 1.9908 0.3589 -9.1917 0.00 -0.23 -0.16 0.39
H 0.6108 -1.3744 -8.9447 0.07 -0.64 0.42 0.25
H 0.0779 0.3003 -6.4625 0.40 0.56 0.01 0.34
H 1.5642 -0.6513 -6.8778 0.09 -0.27 0.63 0.24
H -1.0650 -2.5519 -4.7366 0.01 0.16 0.19 0.32
H -0.7170 -0.8158 -4.4373 -0.14 0.30 -0.35 0.19
H 0.6123 -1.9875 -4.5991 0.05 0.01 0.56 0.22
H -1.4843 0.2694 -8.3126 -1.49 0.63 -0.26 0.30
H -1.6556 -1.2747 -8.1199 0.02 -0.48 0.04 0.35
C -3.6570 2.5087 6.5941 0.11 -0.72 1.30 -1.85
C -4.3311 1.9366 5.3908 0.67 2.19 0.96 1.43
C -4.6671 0.5036 5.5328 -0.81 -0.57 0.00 -0.98
O -3.5433 -0.2084 6.0839 -0.17 1.07 -1.09 -0.38
C -3.4835 -1.5083 5.5778 -0.84 -1.30 0.70 -0.67
N -5.5168 2.7838 5.0862 -0.09 -1.34 -1.11 -0.55
H -3.4342 3.5696 6.4809 0.27 -0.15 -0.07 0.36
H -2.7947 1.8684 6.7797 0.38 0.56 0.29 0.35
H -4.3173 2.3795 7.4517 -0.06 0.21 0.31 0.49
H -3.4743 1.8984 4.7180 -0.66 0.71 -1.37 -0.38
H -5.0109 0.2366 4.5336 0.69 -0.93 -0.36 0.38
H -5.5923 0.3393 6.0854 0.06 -0.06 0.89 0.46
H -4.4083 -1.9618 5.9344 -0.38 -0.60 -0.62 0.41
H -2.7320 -2.1485 6.0399 0.50 0.68 0.27 0.33
H -3.3527 -1.6229 4.5017 -0.19 0.42 -0.15 0.06
H -6.1610 2.7750 5.8640 0.06 -0.22 0.20 0.25
H -5.3602 3.7586 4.8734 0.60 -0.13 -0.12 0.24
C 3.4393 0.4326 -3.7791 -0.47 -1.07 -0.15 -0.64
C 4.8738 0.8589 -4.0153 2.61 0.00 1.50 0.41
C 5.5078 0.5125 -5.3557 -0.26 -1.60 0.06 -0.80
O 6.9420 0.7888 -5.6317 -2.35 0.88 -0.55 -0.38
C 7.2574 0.3782 -6.9951 0.40 -1.44 0.81 -0.69
N 4.9174 2.2559 -3.7784 -0.79 2.22 0.02 -0.70
H 3.1499 -0.5769 -4.0711 0.33 -0.08 -1.12 0.22
H 2.7712 1.1693 -4.2254 -0.22 -0.16 0.05 0.29
H 3.1813 0.2662 -2.7333 0.40 1.07 0.38 -0.21
H 5.5094 0.4801 -3.2149 0.04 -0.73 0.05 0.39
H 4.7558 0.9529 -6.0104 0.67 0.31 -1.14 0.31
H 5.3423 -0.5647 -5.3707 0.34 -0.40 -0.72 0.36
H 6.4152 0.3227 -7.6847 -0.23 0.13 0.34 0.28
H 7.6944 -0.6109 -6.8582 -0.43 -0.53 -0.31 0.28
H 8.0792 0.8482 -7.5353 -0.14 1.23 0.75 0.29
H 5.8161 2.7068 -3.8737 0.43 -0.49 0.10 0.27
H 4.3792 2.6594 -4.5319 -0.37 0.63 -0.04 0.28
C -1.1934 -0.1449 2.5151 -0.27 1.42 -0.28 -0.92
C -0.4614 -1.3012 1.8320 -2.32 0.32 1.37 1.23
C 0.2356 -1.0099 0.5324 0.15 0.35 0.59 0.11
O -0.6810 -0.2850 -0.2244 -0.90 0.84 -2.02 0.16
C -0.4673 -0.3465 -1.6511 0.74 -1.18 0.60 -1.08
N 0.4233 -1.8631 2.8018 1.71 -0.83 0.24 -0.11
H -1.7518 -0.4818 3.3884 -0.05 -0.41 -0.13 0.23
H -1.8830 0.4179 1.8860 -0.18 -0.30 -0.23 -0.08
H -0.5604 0.6435 2.9224 0.67 -0.04 -0.06 -0.16
H -1.3084 -1.9574 1.6316 0.29 -0.68 -0.19 -0.43
H 0.5436 -1.9242 0.0252 0.07 -0.17 0.06 0.34
H 1.1062 -0.3937 0.7570 0.31 0.08 -0.21 -0.53
H 0.6035 -0.3490 -1.8547 0.29 1.07 -0.11 0.45
H -1.0576 0.3742 -2.2169 0.24 0.28 0.50 0.29
H -0.6748 -1.3292 -2.0746 -0.83 -0.43 0.35 0.26
H 0.0550 -2.2678 3.6507 -0.86 -0.09 -0.32 0.32
H 1.0420 -1.1417 3.1438 0.55 0.09 -0.16 -0.07
C -2.3012 5.4644 3.7069 0.16 -0.85 1.03 -0.92
C -0.8144 5.3776 3.5144 0.07 -1.02 -0.65 0.23
C -0.3618 3.9210 3.8924 0.92 0.52 -0.12 0.51
O 1.0013 3.9332 4.2832 1.78 0.09 0.02 -0.54
C 1.6341 2.6471 4.3743 -1.62 -0.17 0.18 -0.28
N -0.6030 5.6639 2.0800 0.75 -0.01 0.81 -0.81
H -2.6881 4.4902 3.4078 -0.53 0.12 -0.69 -0.19
H -2.7211 6.3084 3.1596 -0.19 -0.19 0.34 0.45
H -2.4709 5.4211 4.7828 -0.48 0.71 0.14 0.30
H -0.2783 6.0935 4.1376 0.09 0.02 -0.11 0.40
H -0.4158 3.2908 3.0047 -0.59 -0.11 -0.14 -0.27
H -0.9357 3.4871 4.7112 -0.41 -0.03 0.13 0.20
H 2.6453 2.6056 4.7792 -0.08 0.95 0.08 0.31
H 1.6638 2.0843 3.4413 -0.14 0.29 -0.47 -0.10
H 0.9983 2.0556 5.0331 0.07 -0.41 0.28 0.34
H 0.3947 5.5955 1.9382 0.36 0.16 -0.35 0.32
H -0.9615 4.8492 1.6028 -0.17 -0.13 -0.42 0.18
C -2.7831 -4.9798 2.3556 -1.12 0.72 0.04 -0.67
O -3.1282 -3.5987 2.7316 1.05 -0.94 -0.30 -0.36
H -3.5972 -5.3978 1.7634 -0.04 0.02 -0.21 0.33
H -1.8879 -4.9711 1.7338 0.01 0.25 0.34 0.19
H -2.6739 -5.6684 3.1934 0.28 0.37 0.34 0.30
H -4.0070 -3.5317 3.1121 -0.08 -0.44 -0.06 0.24
C -4.8114 1.5326 1.8535 -0.22 1.05 0.84 -0.13
O -6.1130 1.4746 2.4557 0.39 -0.46 -1.37 -0.60
H -4.8702 1.8852 0.8238 -0.50 -0.86 -0.27 0.42
H -4.1956 2.3457 2.2379 0.03 0.20 0.76 -0.19
H -4.2155 0.6318 2.0006 -0.24 -0.29 -0.37 0.20
H -6.1116 1.6676 3.3961 0.50 0.56 0.33 0.35
C 2.1825 -4.5026 1.1197 -0.81 0.17 -0.54 -0.55
O 0.8069 -4.1111 1.2113 0.51 -1.18 -0.75 -0.50
H 2.7935 -3.7197 0.6704 0.16 0.33 0.27 0.00
H 2.6029 -4.8237 2.0727 0.00 0.03 0.05 0.27
H 2.2338 -5.3113 0.3907 -0.10 -0.26 0.25 0.32
H 0.7239 -3.3255 1.7568 0.37 0.57 0.76 0.36
C -2.4193 -3.5841 -0.7008 -1.16 -0.60 0.50 -0.11
O -2.2468 -4.0487 -2.0162 0.97 0.34 -0.92 -0.53
H -2.9250 -2.6209 -0.6324 0.03 0.26 -0.21 0.16
H -3.0703 -4.3153 -0.2215 0.07 0.20 0.57 0.39
H -1.4869 -3.5243 -0.1396 0.20 -0.18 -0.41 -0.19
H -3.0369 -4.4787 -2.3515 -0.05 0.14 0.28 0.32
C -1.9451 2.6279 -0.3292 0.10 -0.96 -0.04 -0.24
O -0.9287 2.7906 0.6496 0.02 0.63 0.01 -0.39
H -2.8494 3.2008 -0.1240 0.26 0.10 0.23 0.36
H -1.5711 2.8547 -1.3276 -0.05 0.25 -0.13 0.30
H -2.1375 1.5563 -0.2765 -0.85 0.02 -0.49 -0.17
H -0.4347 1.9736 0.5487 0.37 -0.12 0.33 0.12
C 2.5126 -3.8283 -2.5120 -0.16 0.61 -1.32 -0.09
O 2.7327 -4.6452 -3.6992 -0.17 -0.35 1.46 -0.57
H 3.1027 -4.1431 -1.6513 0.42 -0.17 -0.54 0.26
H 2.7247 -2.8010 -2.8084 0.45 0.21 0.45 -0.07
H 1.4909 -3.7732 -2.1363 -0.42 -0.61 -0.40 0.16
H 2.6518 -4.1504 -4.5179 -0.16 0.34 0.34 0.30
C -3.9855 -0.5351 -3.4386 2.18 -0.81 1.28 -0.26
O -4.6574 -0.3393 -4.5996 -1.77 0.86 -1.65 -0.55
H -3.5402 0.3466 -2.9777 -0.38 0.58 0.11 0.17
H -4.5742 -1.0507 -2.6799 -0.17 0.00 -0.28 0.28
H -3.1142 -1.1299 -3.7127 0.29 -0.63 0.71 0.08
H -4.0628 0.0959 -5.2150 -0.15 -0.01 -0.13 0.31

Entry 2:
115
Properties=species:S:1:pos:R:3:forces:R:3:mulliken_charge:R:1 method="wB97M-V/def2-TZVPD" total_charge=0 e_tot_ev=-801245.7439 max_force_ha_per_bohr=0.0811 gap_ev=7.40 homo_energy_ev=-8.93 lumo_ev=-1.53
C 2.6758 6.0275 4.3351 -0.62 -1.55 -0.46 -0.71
C 1.1760 6.3258 4.8511 0.70 1.40 0.73 -0.28
C 0.2259 7.0183 3.7650 -0.50 -0.19 -0.08 -1.05
C -0.0417 6.1274 2.4404 -0.08 -0.52 -0.42 0.02
C -1.5090 6.4109 1.7858 0.99 1.02 -0.38 -1.28
C 0.1938 4.5448 2.6922 0.33 -2.91 0.68 0.04
C -0.7190 3.7450 3.6756 2.17 -1.26 -1.24 0.45
C -1.9541 4.4117 4.4843 1.13 -1.80 -0.46 -0.32
C -3.3023 3.6573 4.0414 -0.99 2.18 0.38 -0.14
N -4.4567 4.2876 4.1083 3.05 -1.47 -0.08 -0.50
C -0.4584 2.2344 3.9427 2.26 1.20 -2.31 -0.77
C 0.7048 1.4970 3.2516 -0.37 2.54 -0.52 0.04
C 1.6437 2.2546 2.2377 -2.70 0.92 2.01 0.52
C 1.3604 3.7537 1.9884 -0.74 -1.71 1.54 0.17
S 2.4900 4.6311 0.7792 -0.45 -0.41 1.09 -0.25
C 2.8149 1.3981 1.6044 1.07 -0.43 -1.05 -0.12
O 3.3726 1.5965 0.4980 -2.03 -0.19 3.64 -0.31
C 3.3453 0.1510 2.4804 -2.01 -0.29 1.79 -0.27
C 2.5115 -0.5308 3.4064 1.26 2.31 -2.09 -0.54
C 0.9904 -0.0468 3.5722 -0.44 -1.43 0.68 0.27
O 0.1250 -0.8646 3.9621 2.52 3.01 -1.16 -0.57
H 2.7584 4.8750 4.2538 0.07 1.79 0.04 0.11
H 2.8379 6.4080 3.2612 -0.08 -0.31 1.79 0.17
H 3.4935 6.3446 5.0620 -1.21 -0.10 -1.08 0.31
H 1.2875 7.0919 5.7128 -0.36 -1.17 -1.30 0.46
H 0.7187 5.3939 5.3378 0.54 1.33 -0.99 0.04
H -0.7855 7.2761 4.2619 1.52 -0.44 -0.71 0.39
H 0.6413 8.0287 3.3885 -0.42 -1.62 0.80 0.33
H 0.7026 6.5220 1.6494 -1.02 -1.16 1.30 0.68
H -1.3931 7.4185 1.2275 -0.33 -1.52 0.91 0.38
H -1.7818 5.6463 0.9792 0.28 0.92 1.43 0.28
H -2.3192 6.5755 2.5693 0.99 -0.55 -1.13 0.28
H -1.7525 4.1587 5.5908 -0.40 0.49 -1.56 0.36
H -1.9845 5.5397 4.3464 -0.16 -1.68 0.16 -0.02
H -3.1869 2.5779 3.6610 -0.44 1.73 0.59 0.34
H -4.2632 5.2340 4.4990 -0.29 -0.65 -0.39 0.24
H -1.1162 1.6287 4.6601 1.10 1.10 -1.17 0.42
H 3.7831 4.2601 1.1575 -1.43 -0.07 0.04 0.16
H 4.4451 -0.1364 2.3526 -1.84 0.47 -0.06 0.43
H 2.9718 -1.3847 4.0039 -1.22 1.15 -0.83 0.33
C -6.4559 2.4035 7.0042 0.04 -0.12 -0.16 0.31
Cl -6.0660 1.7449 5.4023 -0.13 0.04 0.63 -0.02
Cl -5.2553 3.6369 7.4483 -0.16 -0.16 0.00 -0.11
Cl -8.0725 3.1391 6.9634 0.27 -0.12 0.00 -0.10
Cl -6.4311 1.0948 8.2059 0.00 0.22 -0.15 -0.10
C -8.5916 0.8888 2.1907 0.00 0.00 -0.03 0.20
Cl -8.1011 -0.7718 2.5904 -0.07 0.25 -0.03 -0.11
Cl -9.9517 1.3703 3.2268 0.23 -0.05 -0.15 -0.03
Cl -7.2250 1.9908 2.4598 -0.29 -0.10 -0.29 -0.04
Cl -9.0889 0.9663 0.4873 0.08 -0.13 0.38 -0.02
C -9.8656 4.0563 -1.9906 0.01 0.06 0.10 0.31
Cl -9.1220 5.0836 -3.2347 -0.13 -0.19 0.19 -0.10
Cl -9.7567 2.3521 -2.4869 -0.02 0.28 -0.01 -0.11
Cl -9.0127 4.2834 -0.4493 -0.14 0.06 -0.31 -0.07
Cl -11.5728 4.5051 -1.7934 0.27 -0.07 -0.03 -0.03
C 2.5343 -1.4137 -1.3845 0.09 0.16 -0.14 0.11
Cl 2.2633 -2.7712 -2.4971 -0.01 0.17 0.16 0.04
Cl 0.9742 -0.8409 -0.7554 0.24 -0.10 -0.05 -0.10
Cl 3.5562 -1.9522 -0.0343 -0.12 0.00 -0.25 -0.04
Cl 3.3468 -0.0955 -2.2513 -0.21 -0.32 0.12 -0.08
C 7.3356 1.3421 -1.5522 -0.06 0.09 0.17 0.22
Cl 8.0856 2.8877 -2.0086 -0.08 -0.22 0.04 -0.11
Cl 8.5166 0.3490 -0.6703 -0.18 0.19 -0.13 -0.08
Cl 5.9275 1.6494 -0.5141 0.39 -0.17 -0.36 0.02
Cl 6.8164 0.4812 -3.0174 0.12 0.09 0.22 -0.06
C 8.7123 -3.8481 -0.7426 -0.03 0.10 0.01 0.17
Cl 9.4734 -2.7865 -1.9467 0.06 -0.12 0.42 -0.06
Cl 8.8407 -5.5467 -1.2655 0.18 0.21 0.43 -0.07
Cl 9.5387 -3.6495 0.8177 -0.13 -0.05 -0.23 -0.11
Cl 6.9994 -3.4106 -0.5648 0.28 -0.06 -0.09 0.04
C 6.9649 -4.1944 -5.3405 -0.05 -0.12 0.10 0.04
Cl 6.7292 -5.5716 -6.4384 0.04 0.23 0.15 -0.10
Cl 5.3883 -3.6305 -4.7489 0.28 -0.19 0.35 0.12
Cl 7.9625 -4.6970 -3.9609 -0.75 0.04 -0.80 0.16
Cl 7.7808 -2.8756 -6.2107 -0.04 -0.14 0.12 -0.13
C 11.4763 -7.1995 -4.1738 0.10 0.09 -0.08 0.28
Cl 10.9725 -5.6447 -4.8680 0.26 -0.33 0.10 -0.04
Cl 12.4613 -6.9091 -2.7241 -0.18 -0.05 -0.22 -0.09
Cl 10.0370 -8.1443 -3.7323 0.18 0.13 -0.06 -0.12
Cl 12.4322 -8.1013 -5.3686 -0.16 0.23 0.24 -0.05
C -0.1848 -5.3505 -5.0451 -0.04 0.04 0.03 0.26
Cl -0.6027 -7.0759 -5.1110 0.08 0.28 0.01 -0.10
Cl -0.6877 -4.5616 -6.5551 0.05 -0.14 0.28 -0.07
Cl -1.0200 -4.5904 -3.6738 0.15 -0.12 -0.23 -0.09
Cl 1.5715 -5.1745 -4.8391 -0.31 -0.14 0.13 -0.02
C -15.3602 6.1645 -0.3521 0.10 -0.05 0.05 0.34
Cl -14.9760 5.5044 -1.9561 -0.08 0.11 0.23 -0.10
Cl -14.1605 7.4002 0.0826 -0.21 -0.22 -0.07 -0.08
Cl -16.9792 6.8964 -0.3860 0.24 -0.11 -0.05 -0.11
Cl -15.3246 4.8561 0.8492 0.20 0.05 -0.49 -0.06
C 3.0475 -2.6792 -7.8452 0.02 -0.02 -0.03 0.23
Cl 2.6353 -4.4073 -7.9035 0.23 0.36 -0.16 -0.07
Cl 2.5490 -1.9042 -9.3646 0.05 -0.11 0.23 -0.10
Cl 2.2017 -1.9122 -6.4836 0.14 -0.12 -0.18 -0.04
Cl 4.7988 -2.4902 -7.6282 -0.41 0.12 -0.48 -0.03
C -17.1472 6.3499 4.6599 -0.03 0.05 -0.04 0.28
Cl -17.1253 6.4548 2.8869 -0.20 0.15 0.64 0.01
Cl -18.6562 7.0560 5.2775 0.24 -0.12 -0.08 -0.10
Cl -17.0455 4.6458 5.1531 -0.01 0.26 -0.08 -0.09
Cl -15.7612 7.2419 5.3229 -0.22 -0.15 -0.11 -0.10
C 13.4056 -11.9579 -6.8461 -0.04 -0.06 0.01 0.32
Cl 13.9088 -13.6106 -6.4337 -0.05 0.32 -0.04 -0.08
Cl 12.0210 -11.4905 -5.8367 0.22 -0.18 -0.19 -0.06
Cl 14.7543 -10.8379 -6.5556 -0.21 -0.15 -0.05 -0.10
Cl 12.9389 -11.8910 -8.5589 0.07 -0.01 0.28 -0.09
C -13.2032 -0.6373 4.7773 0.04 -0.05 -0.01 0.30
Cl -13.6981 0.9264 4.0936 0.09 -0.22 0.10 -0.07
Cl -12.1855 -0.3625 6.2073 -0.16 -0.03 -0.25 -0.08
Cl -14.6460 -1.5623 5.2457 0.23 0.16 -0.08 -0.11
Cl -12.2829 -1.5494 3.5627 -0.17 0.14 0.20 -0.07
C 14.0823 -16.3420 -9.7386 -0.02 0.02 -0.01 0.34
Cl 14.8209 -14.7930 -10.1975 -0.12 -0.26 0.08 -0.07
Cl 15.2557 -17.3080 -8.8186 -0.19 0.16 -0.14 -0.10
Cl 12.6481 -16.0399 -8.7349 0.21 -0.09 -0.21 -0.08
Cl 13.6048 -17.2274 -11.2029 0.08 0.14 0.24 -0.10